No. 1
The following is a DFT calculation (ωB97M-V with the def2-TZVPD basis set) of 5 unconnected molecules or ions with the total composition H10O5.

CARTESIAN COORDINATES (ANGSTROEM)
1 O -0.363 2.317 1.443
2 H 0.305 2.715 2.001
3 H -1.076 2.955 1.429
4 O -2.383 -0.512 -0.337
5 H -2.924 -0.155 -1.041
6 H -2.771 -0.163 0.466
7 O 1.797 -1.381 -2.233
8 H 1.176 -0.841 -1.742
9 H 2.341 -0.751 -2.706
10 O 1.487 -1.942 1.357
11 H 1.223 -1.059 1.096
12 H 1.359 -2.472 0.570
13 O 0.237 0.304 -0.326
14 H -0.623 -0.100 -0.203
15 H 0.217 1.085 0.228

Summary:
- spin multiplicity = 1
- energy above the lowest of the compared OMol25 structures with the same formula, charge and spin (kcal per mole) = 18.51



No. 2
The following is a DFT calculation (ωB97M-V with the def2-TZVPD basis set) of a molecular structure, C8H24F6N2NiO9P2SbSi at a distorted geometry.

CARTESIAN COORDINATES (ANGSTROEM)
1 Ni 0.035 0.197 -0.695
2 C 3.840 1.356 2.385
3 O 2.453 1.691 2.188
4 C 1.847 1.450 1.021
5 O 0.661 1.277 1.003
6 N 2.629 1.362 -0.118
7 N 1.933 0.972 -1.290
8 H 4.065 1.499 3.472
9 H 4.402 1.998 1.765
10 H 3.925 0.339 2.150
11 H 3.593 1.636 -0.203
12 H 2.395 0.165 -1.666
13 H 1.859 1.733 -1.918
14 C -2.081 1.094 -5.008
15 C -1.083 0.642 -3.939
16 O 0.216 0.343 -4.388
17 P -1.657 -0.834 -3.044
18 O -1.573 -1.994 -4.061
19 O -3.204 -0.568 -2.729
20 O -0.876 -1.007 -1.773
21 P -0.885 2.118 -2.754
22 O -2.006 3.140 -3.237
23 O 0.481 2.631 -3.098
24 O -1.143 1.707 -1.303
25 H -2.253 0.237 -5.611
26 H -1.566 1.858 -5.637
27 H -2.962 1.421 -4.474
28 H 0.792 1.104 -4.266
29 H -1.253 -2.849 -3.626
30 H -3.240 0.025 -1.933
31 H -2.684 3.266 -2.570
32 F 1.123 -1.229 0.277
33 Sb 2.599 -2.528 0.219
34 F 2.033 -3.225 -1.370
35 F 3.602 -1.119 -0.733
36 F 4.105 -3.639 0.362
37 F 3.117 -1.672 1.836
38 F 1.230 -3.589 1.036
39 C 0.182 -1.399 3.405
40 Si -1.525 -0.655 3.253
41 C -2.860 -1.794 3.866
42 C -1.558 0.954 4.258
43 C -2.100 -0.465 1.480
44 H 0.174 -1.796 4.419
45 H 0.926 -0.636 3.417
46 H 0.379 -2.198 2.698
47 H -2.703 -2.038 4.885
48 H -2.996 -2.663 3.233
49 H -3.747 -1.189 3.771
50 H -0.806 0.782 5.015
51 H -2.451 1.289 4.714
52 H -1.088 1.742 3.639
53 H -2.077 0.400 0.850
54 H -2.218 -1.342 0.826

Summary:
- ⟨S²⟩ = 3.76
- spin multiplicity = 4
- energy above the lowest of the compared OMol25 structures with the same formula, charge and spin (kcal per mole) = 0.00



No. 3
The following is a DFT calculation (ωB97M-V with the def2-TZVPD basis set) of a single C2H4OS molecule at a distorted geometry.

CARTESIAN COORDINATES (ANGSTROEM)
1 C 1.122 0.072 -0.141
2 S -0.174 -1.303 0.016
3 C -1.484 -0.164 0.276
4 O -2.529 -0.379 -0.254
5 H 1.248 0.505 0.861
6 H 2.106 -0.457 -0.395
7 H 0.909 0.806 -0.895
8 H -1.199 0.919 0.532

Summary:
- spin multiplicity = 1
- energy above the lowest of the compared OMol25 structures with the same formula, charge and spin (kcal per mole) = 19.74



No. 4
The following is a DFT calculation (ωB97M-V with the def2-TZVPD basis set) of a single C5H11NO molecule at a distorted geometry.

CARTESIAN COORDINATES (ANGSTROEM)
1 C -0.175 1.405 -1.288
2 C -0.082 0.733 0.131
3 C -1.475 0.415 0.648
4 C 0.845 -0.473 0.018
5 N 0.433 -1.499 -0.955
6 C 1.115 -1.028 1.423
7 O 2.155 -1.783 1.491
8 H -0.645 0.811 -2.001
9 H -0.767 2.362 -1.335
10 H 0.963 1.543 -1.570
11 H 0.321 1.498 0.708
12 H -2.372 0.152 0.069
13 H -1.883 1.297 1.220
14 H -1.238 -0.338 1.355
15 H 1.880 -0.298 -0.413
16 H 1.029 -2.352 -0.784
17 H -0.639 -1.670 -1.107
18 H 0.534 -0.776 2.391

Summary:
- spin multiplicity = 1
- energy above the lowest of the compared OMol25 structures with the same formula, charge and spin (kcal per mole) = 63.23



No. 5
The following is a DFT calculation (ωB97M-V with the def2-TZVPD basis set) of a gas-phase ion, C4H9INS (charge +1) at a distorted geometry.

CARTESIAN COORDINATES (ANGSTROEM)
1 C 0.678 -0.750 -0.012
2 C 0.530 -1.076 -1.482
3 C -0.119 1.598 -0.247
4 C -0.608 0.295 1.841
5 N -0.394 0.243 0.371
6 S 1.602 -0.011 -2.586
7 I -1.667 2.278 -1.415
8 H 0.409 -1.745 0.557
9 H 1.607 -0.476 0.268
10 H 0.756 -2.093 -1.816
11 H -0.517 -0.857 -1.689
12 H 0.869 1.720 -0.450
13 H -0.696 -0.667 2.276
14 H 0.196 0.784 2.395
15 H -1.449 0.869 2.101
16 H -1.196 -0.111 -0.110

Summary:
- ⟨S²⟩ = 2.01
- spin multiplicity = 3
- energy above the lowest of the compared OMol25 structures with the same formula, charge and spin (kcal per mole) = 12.78
- net charge = +1



No. 6
The following is a DFT calculation (ωB97M-V with the def2-TZVPD basis set) of a molecular structure, C15H13N4O9RuS3.

CARTESIAN COORDINATES (ANGSTROEM)
1 Ru -0.767 -1.130 0.135
2 O -1.530 4.211 2.934
3 C -1.440 2.994 2.313
4 C -1.668 1.809 3.001
5 C -1.541 0.626 2.303
6 N -1.225 0.637 1.020
7 C -1.013 1.751 0.345
8 C -1.115 2.980 0.962
9 C -0.643 1.498 -1.105
10 O -0.463 2.459 -1.845
11 O -0.576 0.257 -1.422
12 C -1.710 -0.779 2.867
13 O -2.050 -0.915 4.036
14 O -1.457 -1.710 2.019
15 H -1.720 4.060 3.865
16 H -1.923 1.778 4.053
17 H -0.931 3.889 0.408
18 S -2.842 -1.656 -0.677
19 C -2.163 -3.028 -1.472
20 S -0.477 -3.100 -1.131
21 C -2.889 -3.916 -2.266
22 C -4.281 -3.743 -2.483
23 N -5.413 -3.613 -2.671
24 C -2.272 -5.030 -2.892
25 N -1.797 -5.943 -3.416
26 C 2.867 1.542 -1.358
27 N 2.430 0.916 -2.588
28 C 2.089 1.780 -3.692
29 C 2.049 -0.389 -2.579
30 O 2.182 -1.148 -1.649
31 H 3.821 2.056 -1.515
32 H 2.983 0.782 -0.587
33 H 2.126 2.272 -1.021
34 H 2.967 2.355 -4.008
35 H 1.282 2.462 -3.418
36 H 1.754 1.175 -4.535
37 H 1.629 -0.707 -3.550
38 C 1.869 -1.106 3.588
39 S 2.068 -0.757 1.850
40 O 3.487 -0.898 1.579
41 O 1.559 0.592 1.655
42 O 1.235 -1.779 1.171
43 H 2.352 -0.310 4.152
44 H 2.347 -2.062 3.794
45 H 0.810 -1.161 3.825

Summary:
- ⟨S²⟩ = 0.76
- spin multiplicity = 2
- energy above the lowest of the compared OMol25 structures with the same formula, charge and spin (kcal per mole) = 17.66
- net charge = -2



No. 7
The following is a DFT calculation (ωB97M-V with the def2-TZVPD basis set) of a molecular structure, C48H46Cl2DyN7O6S5Se2 at a distorted geometry.

CARTESIAN COORDINATES (ANGSTROEM)
1 Dy 0.174 -0.906 0.517
2 N 2.169 2.327 -3.794
3 C 2.036 3.088 -2.640
4 C 2.659 4.397 -2.671
5 C 2.455 5.204 -1.577
6 C 1.772 4.705 -0.421
7 C 1.310 3.419 -0.517
8 N 1.348 2.647 -1.610
9 C 1.600 1.114 -4.134
10 C 1.753 0.746 -5.518
11 C 1.046 -0.343 -5.971
12 C 0.338 -1.146 -5.039
13 C 0.366 -0.740 -3.720
14 N 1.045 0.325 -3.264
15 H 2.684 2.770 -4.551
16 H 3.245 4.745 -3.520
17 H 2.808 6.250 -1.592
18 H 1.651 5.307 0.487
19 H 0.813 2.927 0.346
20 H 2.351 1.379 -6.193
21 H 1.026 -0.510 -7.051
22 H -0.200 -2.053 -5.345
23 H -0.152 -1.250 -2.898
24 S 0.092 -3.823 1.008
25 C -0.291 -3.683 2.632
26 C 0.451 -4.342 3.633
27 C 0.111 -4.238 4.988
28 C 0.982 -4.899 5.919
29 N 1.708 -5.457 6.626
30 C -1.035 -3.537 5.384
31 C -1.818 -2.924 4.416
32 C -1.404 -2.860 3.057
33 S -2.176 -1.825 1.927
34 C -1.424 -3.349 6.737
35 N -1.778 -3.149 7.819
36 H 1.325 -4.951 3.393
37 H -2.733 -2.413 4.720
38 O -0.760 0.977 1.459
39 S -0.731 1.813 2.728
40 C -1.778 3.249 2.244
41 C -2.985 3.008 1.294
42 C -2.785 3.435 -0.172
43 C -3.478 2.538 -1.212
44 S -2.484 1.380 -2.174
45 O -1.259 0.960 -1.286
46 C -1.915 2.465 -3.503
47 C -2.078 1.924 -4.797
48 C -1.616 2.633 -5.906
49 C -1.039 3.916 -5.744
50 C -1.127 4.521 -4.500
51 C -1.544 3.791 -3.378
52 C -1.848 1.239 4.066
53 C -3.095 0.690 3.800
54 C -3.915 0.285 4.861
55 C -3.431 0.326 6.179
56 C -2.181 0.907 6.437
57 C -1.388 1.364 5.387
58 H -1.110 4.025 1.844
59 H -2.108 3.596 3.227
60 H -3.854 3.501 1.743
61 H -3.249 1.958 1.386
62 H -1.724 3.511 -0.421
63 H -3.101 4.477 -0.390
64 H -3.988 3.122 -1.982
65 H -4.252 1.917 -0.735
66 H -2.544 0.942 -4.856
67 H -1.722 2.200 -6.884
68 H -0.559 4.421 -6.587
69 H -0.840 5.557 -4.323
70 H -1.544 4.294 -2.417
71 H -3.401 0.578 2.754
72 H -4.914 -0.058 4.682
73 H -4.033 -0.060 7.011
74 H -1.776 0.969 7.467
75 H -0.431 1.865 5.593
76 O 2.466 -1.961 1.600
77 C 3.830 -1.651 2.001
78 C 3.910 -0.279 2.682
79 C 5.331 -0.117 3.312
80 O 6.272 0.016 2.243
81 C 3.687 0.915 1.728
82 Se 2.845 0.741 -0.041
83 C 2.934 -0.230 3.895
84 Se 0.959 -0.305 3.733
85 H 2.631 -2.642 0.864
86 H 4.488 -1.736 1.133
87 H 4.153 -2.381 2.745
88 H 5.570 -0.987 3.944
89 H 5.349 0.770 3.961
90 H 7.149 0.186 2.607
91 H 4.634 1.434 1.550
92 H 2.967 1.598 2.213
93 H 3.127 0.695 4.434
94 H 3.190 -1.086 4.543
95 N -3.923 -1.019 -0.614
96 C -3.375 -2.064 -1.368
97 N -2.085 -2.319 -1.400
98 C -1.839 -3.437 -2.210
99 C -0.605 -4.009 -2.580
100 C -0.603 -5.083 -3.458
101 C -1.794 -5.625 -3.973
102 C -3.020 -5.070 -3.629
103 C -3.031 -3.970 -2.781
104 S -4.421 -3.120 -2.326
105 H -3.602 -0.969 0.357
106 H -4.952 -1.069 -0.593
107 H 0.321 -3.542 -2.150
108 H 0.365 -5.521 -3.690
109 H -1.763 -6.497 -4.626
110 H -3.958 -5.424 -4.052
111 Cl 5.343 -2.058 -2.120
112 C 3.635 -1.945 -2.482
113 Cl 3.203 -2.846 -3.977
114 C 2.755 -2.444 -1.329
115 O 3.023 -3.481 -0.678
116 O 1.631 -1.750 -1.187
117 H 3.484 -0.904 -2.754

Summary:
- electronic energy (Ha) = -11290.7812
- ⟨S²⟩ = 9.35
- spin multiplicity = 6
- net charge = -2



> Which value of spin multiplicity does entry 1 give?

1